The following is a DFT calculation (ωB97M-V/def2-TZVPD) of a molecular structure, C18H35N2O4PPdS4Te at a distorted geometry.

Output
Total energy (a.u.): -3447.40490
Highest occupied orbital energy (spin up / spin down) (eV): -6.36 / -6.36
Maximum force (eV Å⁻¹): 1.514
Spin multiplicity: 1
LUMO energy (spin up / spin down) (eV): -2.7360 / -2.7390
Frontier orbital gap (spin up / spin down) (eV): 3.6 / 3.6

XYZ file:
```
66
Properties=species:S:1:pos:R:3:forces:R:3:lowdin_charge:R:1
Pd -0.240 0.716 0.085 0.547 -0.659 0.937 0.4019
S 1.912 1.085 -0.980 -0.643 -0.399 -0.634 0.2076
S 3.494 1.916 -0.318 0.259 -0.197 0.213 0.0859
S 3.072 3.473 0.857 0.370 0.302 0.192 0.0291
S 1.209 3.801 0.808 -0.305 0.343 -0.169 0.2020
N 0.107 1.293 2.197 0.085 0.542 -0.314 -0.0461
C -0.827 0.641 3.115 0.175 -0.066 0.315 -0.2165
C -2.096 0.397 2.363 -0.179 0.044 -0.003 -0.2185
N -1.711 -0.312 1.137 -0.433 -0.073 -0.617 -0.0669
H 1.050 1.335 2.566 0.001 -0.114 -0.015 0.0703
H -0.204 2.249 2.011 0.023 -0.145 0.165 -0.0098
H -1.024 1.232 4.012 0.086 0.091 -0.007 0.1279
H -0.386 -0.301 3.430 -0.008 -0.048 0.007 0.0920
H -2.563 1.335 2.069 0.016 0.027 -0.017 0.1018
H -2.800 -0.165 2.979 -0.024 -0.185 -0.121 0.1270
H -2.516 -0.518 0.551 0.049 -0.036 0.027 0.0477
H -1.192 -1.178 1.324 0.246 0.027 -0.112 0.0854
C 3.132 -0.487 2.291 0.021 0.200 -0.044 -0.0991
C 2.873 -1.916 2.747 -0.183 -0.111 0.081 -0.3676
C 1.801 -1.966 3.840 0.009 0.087 0.068 -0.0601
C 2.511 -2.881 1.635 0.558 -0.289 0.355 -0.1490
C 3.105 -4.142 1.685 0.096 0.202 -0.025 -0.0653
C 2.846 -5.117 0.738 -0.046 0.088 0.007 -0.1133
C 1.985 -4.786 -0.297 -0.073 0.141 -0.123 -0.0615
C 1.355 -3.546 -0.372 -0.035 -0.501 -0.445 -0.1431
C 0.446 -3.298 -1.565 -0.080 0.059 0.144 -0.3654
C 0.913 -2.121 -2.420 0.066 0.049 -0.005 -0.0974
C -1.024 -3.126 -1.167 -0.019 -0.128 -0.044 -0.0769
C 1.555 -2.583 0.643 -0.940 0.849 0.176 -0.3079
O 0.811 -1.480 0.710 0.525 -0.767 0.078 -0.2318
H 3.410 0.142 3.145 0.020 -0.028 -0.015 0.0810
H 2.243 -0.082 1.806 0.090 -0.102 -0.055 0.0116
H 3.953 -0.457 1.572 -0.009 0.003 -0.014 0.0708
H 3.810 -2.280 3.177 0.000 -0.037 0.076 0.1235
H 0.830 -1.769 3.387 0.000 -0.069 0.006 0.0490
H 1.983 -1.227 4.629 0.002 -0.015 -0.041 0.0766
H 1.761 -2.952 4.305 0.000 -0.006 -0.041 0.0814
H 3.798 -4.353 2.496 -0.005 0.014 -0.027 0.1045
H 3.311 -6.093 0.793 0.006 0.005 -0.006 0.0891
H 1.787 -5.513 -1.079 -0.004 0.017 0.015 0.1023
H 0.511 -4.196 -2.185 -0.004 -0.024 -0.028 0.1205
H 0.756 -1.185 -1.884 0.034 -0.069 -0.004 -0.0394
H 0.362 -2.074 -3.364 -0.013 -0.013 0.035 0.0742
H 1.978 -2.203 -2.648 -0.028 -0.007 -0.019 0.0855
H -1.120 -2.272 -0.501 0.005 0.016 -0.010 0.0182
H -1.393 -4.015 -0.650 0.010 0.042 0.006 0.0837
H -1.657 -2.959 -2.045 0.039 -0.018 -0.002 0.0683
C 0.636 3.387 -3.544 0.149 0.005 -0.118 -0.0903
C -0.691 3.938 -3.095 0.055 0.055 0.142 -0.2936
O -0.848 3.736 -1.679 0.210 0.045 -0.084 -0.3210
P -1.946 2.784 -1.045 -0.380 0.435 1.400 0.1285
O -1.768 2.742 0.446 -0.197 0.490 -0.890 -0.4221
Te -1.789 0.588 -2.060 0.269 0.224 0.066 0.7138
O -3.331 3.531 -1.295 -0.357 -0.217 -0.535 -0.2551
C -4.054 3.525 -2.540 0.121 -0.025 0.152 -0.3079
C -5.525 3.602 -2.231 -0.155 0.031 0.006 -0.0708
H 0.793 3.649 -4.592 0.058 -0.033 -0.009 0.0835
H 0.666 2.300 -3.446 -0.038 0.063 0.001 0.0300
H 1.449 3.812 -2.951 -0.078 -0.002 -0.038 0.0768
H -1.513 3.475 -3.640 -0.057 -0.117 -0.044 0.0872
H -0.749 5.014 -3.253 -0.011 0.034 -0.005 0.1244
H -3.826 2.615 -3.099 0.043 -0.077 0.001 0.0715
H -3.730 4.380 -3.135 0.028 0.053 -0.001 0.1166
H -5.831 2.750 -1.624 0.010 0.005 -0.009 0.0824
H -6.104 3.594 -3.156 0.020 0.011 0.019 0.0811
H -5.755 4.517 -1.685 0.003 -0.021 -0.001 0.0819
```
Positions in Å, forces in eV/Å.